# C45H106F3NO16S

A cluster of 11 separate species, C45H106F3NO16S in total (ωB97M-V/def2-TZVPD, the Open Molecules 2025 dataset).

Results
HOMO-LUMO gap in eV: 9.47
Total energy in eV: -101618.0244
SMILES: CCOCCCCC[C@]1(O)C[C@](CCCCCCCCCCCCOC)(S(=O)(=O)C(F)(F)F)C(=O)N1.CCO.CCO.CCO.CCO.CCO.CCO.CCO.CCO.CCO.CCO

Each atom is followed by the atoms it is bonded to, with distances in Å.
Geometry (Å):
1 H -4.0841 -2.7980 2.8231  C45 1.089
2 H -6.3878 3.1241 3.4662  O63 0.961
3 C -7.3200 1.9013 2.2764  C33 1.518, O63 1.431, H99 1.095, H158 1.088
4 C 0.5609 -1.1595 2.8789  H42 1.080, C119 1.516, C120 1.521, H169 1.083
5 C -8.5473 -2.3066 2.4089  H16 1.088, O73 1.429, C97 1.517, H135 1.095
6 S 2.7341 1.6921 -3.3578  C25 1.798, O26 1.417, C76 1.885, O122 1.413
7 C -0.7037 0.6579 3.9572  H39 1.076, C49 1.539, H58 1.081, C120 1.509
8 H -1.2499 2.8689 0.2757  C98 1.082
9 C 0.2863 1.8474 -0.7507  H83 1.081, H90 1.077, C98 1.509, C146 1.530
10 F 3.4839 -0.8100 -3.1972  C76 1.305
11 H -11.6557 -3.4623 0.4315  C72 1.087
12 H -3.0688 -7.7471 -3.8740  C162 1.090
13 H -8.6511 2.6350 0.7335  C33 1.091
14 H 4.9201 4.1182 3.5351  C32 1.084
15 H -3.9862 -0.5945 1.6437  C29 1.091
16 H -9.1601 -1.4681 2.0845  C5 1.088
17 H 3.8810 3.2166 0.8802  O21 0.957
18 C 4.8529 6.1055 2.7639  C32 1.505, C70 1.524, H102 1.076, H141 1.080
19 H -0.7862 2.0810 5.5747  C49 1.079
20 C 7.4133 4.5894 4.8159  H27 1.078, H137 1.088, C155 1.505, O165 1.403
21 O 3.3452 4.0028 0.7744  H17 0.957, C160 1.416
22 H 6.2374 7.2735 1.6458  C70 1.078
23 H 7.8631 2.7228 5.7757  C155 1.076
24 H -12.3116 -4.1297 -1.8798  C127 1.090
25 C 2.4723 2.6500 -1.8592  S6 1.798, C109 1.542, C146 1.547, C152 1.512
26 O 3.4403 2.4714 -4.3078  S6 1.417
27 H 7.8153 5.0610 5.6977  C20 1.078
28 H 3.4381 2.0262 -11.5793  C140 1.090
29 C -4.7906 -0.8123 2.3481  H15 1.091, C45 1.517, H125 1.091, H143 1.091
30 H 4.0438 1.3206 -10.0827  C140 1.092
31 H 4.1861 3.8110 -2.3903  C109 1.080
32 C 5.6109 4.9161 3.2887  H14 1.084, C18 1.505, H44 1.086, O165 1.422
33 C -7.7713 2.9623 1.2891  C3 1.518, H13 1.091, H71 1.090, H75 1.092
34 H 0.6754 1.9288 1.8084  C89 1.080
35 H 1.2616 -8.7540 1.2025  C81 1.089
36 H 2.6757 -4.0215 -0.4587  C65 1.083
37 H 1.9334 5.7354 -1.3444  N167 1.010
38 O 0.9281 4.1875 -2.9730  C152 1.193
39 H -1.3038 0.0539 4.6159  C7 1.076
40 H 1.6845 -2.1171 0.7175  C154 1.088
41 H 5.0117 2.5291 -10.9376  C140 1.090
42 H -0.3155 -1.7443 3.1151  C4 1.080
43 H -10.5663 -1.7611 -1.5319  O157 0.961
44 H 6.3487 4.5384 2.5866  C32 1.086
45 C -4.3475 -1.8739 3.3364  H1 1.089, C29 1.517, H69 1.096, O113 1.427
46 C -0.2472 3.7154 2.5843  C84 1.519, C89 1.518, H144 1.083, H149 1.082
47 F 4.2315 0.3556 -1.5497  C76 1.328
48 C -1.7204 -8.6511 -2.4594  H126 1.089, H132 1.095, O151 1.428, C162 1.517
49 C -0.8086 2.0960 4.4956  C7 1.539, H19 1.079, C84 1.530, H103 1.083
50 H -3.1810 -9.1970 -1.2927  O151 0.962
51 O -0.7172 -8.5895 1.6291  C81 1.424, H164 0.964
52 H 1.1312 3.0167 4.0548  C84 1.080
53 H -1.3189 -6.4401 3.6415  C142 1.094
54 H -2.9093 -3.9094 4.3274  C117 1.090
55 H -8.7496 -4.4333 2.7424  C97 1.093
56 H 6.0421 -1.4887 -2.5973  O106 0.961
57 H 3.2466 4.2550 -10.4676  C107 1.088
58 H -1.2070 0.6309 3.0005  C7 1.081
59 C 8.5274 -1.5926 -3.3534  H62 1.090, C110 1.518, H163 1.092, H170 1.090
60 H 5.9327 4.8340 0.4417  C121 1.082
61 H 0.2195 3.7917 -8.7381  O111 0.966
62 H 9.3290 -2.0193 -3.9572  C59 1.090
63 O -6.1541 2.3216 2.9910  H2 0.961, C3 1.431
64 H 1.3960 -6.6392 -0.1492  C147 1.092
65 C 3.5261 -3.6625 0.1081  H36 1.083, O93 1.399, H116 1.081, H161 1.078
66 H 3.6994 6.5805 -0.5542  C74 1.079
67 H 8.0743 -3.4058 -2.2763  C110 1.088
68 H -0.0400 3.9403 -0.3161  C98 1.079
69 H -5.1528 -2.0901 4.0473  C45 1.096
70 C 5.3445 6.7015 1.4501  C18 1.524, H22 1.078, H88 1.082, C121 1.527
71 H -6.9727 3.1833 0.5813  C33 1.090
72 C -11.7890 -2.7134 -0.3454  H11 1.087, H92 1.095, C127 1.517, O157 1.426
73 O -8.0762 -2.0011 3.7226  C5 1.429, H148 0.961
74 C 4.3030 5.6931 -0.6674  H66 1.079, C121 1.529, H133 1.082, C160 1.529
75 H -8.0202 3.8912 1.8073  C33 1.092
76 C 3.9609 0.3543 -2.8497  S6 1.885, F10 1.305, F47 1.328, F79 1.321
77 H 7.1796 2.5498 4.2053  C155 1.077
78 H -9.7205 -3.8104 1.4011  C97 1.089
79 F 5.0927 0.5599 -3.5001  C76 1.321
80 H 1.4500 3.4193 1.4112  C89 1.079
81 C 0.3704 -8.3231 0.7487  H35 1.089, O51 1.424, H145 1.096, C147 1.517
82 H -3.4148 -0.6412 4.5115  O113 0.962
83 H -0.0960 1.9858 -1.7519  C9 1.081
84 C 0.0754 3.2372 3.9900  C46 1.519, C49 1.530, H52 1.080, H150 1.082
85 H 6.1482 2.9967 5.5179  C155 1.076
86 O 1.9680 3.0013 -9.5390  H94 0.963, C107 1.427
87 H -0.3460 -6.3997 0.0804  C147 1.093
88 H 4.6010 7.4310 1.1579  C70 1.082
89 C 0.4842 2.9459 1.4995  H34 1.080, C46 1.518, H80 1.079, C98 1.515
90 H -0.1102 0.9231 -0.3643  C9 1.077
91 H -13.7069 -3.4610 -1.0154  C127 1.090
92 H -12.2019 -1.8117 0.1200  C72 1.095
93 O 3.1791 -3.3636 1.4302  C65 1.399, C154 1.408
94 H 1.9929 2.2014 -9.0034  O86 0.963
95 H -3.3708 -5.5617 4.7831  C117 1.091
96 H -0.6531 3.0900 -6.7144  C153 1.097
97 C -9.3558 -3.5898 2.4032  C5 1.517, H55 1.093, H78 1.089, H105 1.090
98 C -0.1819 2.9727 0.1395  H8 1.082, C9 1.509, H68 1.079, C89 1.515
99 H -8.1175 1.6707 2.9899  C3 1.095
100 H 1.0474 4.1925 -5.2586  C101 1.088
101 C 1.0305 4.3802 -6.3301  H100 1.088, H104 1.092, H115 1.091, C153 1.518
102 H 3.8077 5.8682 2.6726  C18 1.076
103 H -1.8114 2.4067 4.2305  C49 1.083
104 H 1.7724 3.7352 -6.8047  C101 1.092
105 H -10.2055 -3.5054 3.0815  C97 1.090
106 O 6.5199 -2.1358 -2.0719  H56 0.961, C110 1.426
107 C 3.3110 3.3423 -9.8794  H57 1.088, O86 1.427, C140 1.517, H166 1.095
108 H 1.4115 0.6774 3.4979  C120 1.080
109 C 3.8281 3.2965 -1.5106  C25 1.542, H31 1.080, H130 1.078, C160 1.540
110 C 7.5612 -2.6665 -2.8885  C59 1.518, H67 1.088, O106 1.426, H131 1.095
111 O -0.4110 4.3837 -8.3083  H61 0.966, C153 1.424
112 H -2.3084 -5.5212 2.5034  C142 1.089
113 O -3.1852 -1.4527 4.0484  C45 1.427, H82 0.962
114 H 2.2496 1.7841 0.1448  C146 1.078
115 H 1.3303 5.4133 -6.5143  C101 1.091
116 H 3.9356 -2.7954 -0.3909  C65 1.081
117 C -2.5291 -4.9040 4.5607  H54 1.090, H95 1.091, H134 1.092, C142 1.518
118 H 2.6789 -1.3785 2.9334  C119 1.082
119 C 1.8105 -2.0174 2.8441  C4 1.516, H118 1.082, H123 1.081, C154 1.497
120 C 0.6513 0.0003 3.8589  C4 1.521, C7 1.509, H108 1.080, H124 1.082
121 C 5.5414 5.8177 0.2207  H60 1.082, C70 1.527, C74 1.529, H172 1.079
122 O 1.5640 1.0166 -3.7699  S6 1.413
123 H 1.7755 -2.7306 3.6552  C119 1.081
124 H 0.9379 -0.3751 4.8327  C120 1.082
125 H -5.6705 -1.1343 1.7889  C29 1.091
126 H -1.0120 -7.8243 -2.4621  C48 1.089
127 C -12.7230 -3.2291 -1.4244  H24 1.090, C72 1.517, H91 1.090, H139 1.092
128 H 1.9860 0.6886 -1.1525  C146 1.077
129 O -0.6104 -4.5813 3.0896  H138 0.962, C142 1.428
130 H 4.6411 2.6509 -1.2192  C109 1.078
131 H 7.1255 -3.1828 -3.7508  C110 1.095
132 H -1.1555 -9.5820 -2.3408  C48 1.095
133 H 4.6431 5.7120 -1.6940  C74 1.082
134 H -1.9179 -4.8151 5.4617  C117 1.092
135 H -7.6955 -2.3902 1.7256  C5 1.095
136 H -1.8534 -8.8038 -4.6133  C162 1.090
137 H 8.1551 4.6650 4.0242  C20 1.088
138 H -0.0619 -4.5131 3.8770  O129 0.962
139 H -12.8474 -2.4860 -2.2150  C127 1.092
140 C 3.9951 2.2418 -10.6677  H28 1.090, H30 1.092, H41 1.090, C107 1.517
141 H 4.9323 6.8680 3.5241  C18 1.080
142 C -1.7038 -5.4430 3.4058  H53 1.094, H112 1.089, C117 1.518, O129 1.428
143 H -5.0312 0.1181 2.8656  C29 1.091
144 H -1.3183 3.7331 2.4254  C46 1.083
145 H 0.1905 -8.8358 -0.2031  C81 1.096
146 C 1.8069 1.7018 -0.8341  C9 1.530, C25 1.547, H114 1.078, H128 1.077
147 C 0.5552 -6.8347 0.5198  H64 1.092, C81 1.517, H87 1.093, H156 1.090
148 H -7.5241 -2.7347 4.0080  O73 0.961
149 H 0.1002 4.7367 2.5014  C46 1.082
150 H -0.1037 4.0579 4.6711  C84 1.082
151 O -2.5597 -8.4634 -1.3191  C48 1.428, H50 0.962
152 C 1.7079 3.9309 -2.1074  C25 1.512, O38 1.193, N167 1.373
153 C -0.3495 4.1259 -6.9091  H96 1.097, C101 1.518, O111 1.424, H171 1.089
154 C 1.9073 -2.7736 1.5559  H40 1.088, O93 1.408, C119 1.497, H168 1.087
155 C 7.1318 3.1393 5.1052  C20 1.505, H23 1.076, H77 1.077, H85 1.076
156 H 0.7345 -6.3227 1.4653  C147 1.090
157 O -10.4842 -2.4323 -0.8486  H43 0.961, C72 1.426
158 H -7.0525 0.9819 1.7607  C3 1.088
159 H -3.2325 -9.4970 -3.7502  C162 1.092
160 C 3.4241 4.4456 -0.5684  O21 1.416, C74 1.529, C109 1.540, N167 1.453
161 H 4.2768 -4.4358 0.1243  C65 1.078
162 C -2.5119 -8.6761 -3.7536  H12 1.090, C48 1.517, H136 1.090, H159 1.092
163 H 8.0090 -0.8418 -3.9541  C59 1.092
164 H -1.5055 -8.2258 1.2109  O51 0.964
165 O 6.2750 5.3350 4.4748  C20 1.403, C32 1.422
166 H 3.8735 3.5646 -8.9668  C107 1.095
167 N 2.1115 4.7717 -1.1000  H37 1.010, C152 1.373, C160 1.453
168 H 1.1350 -3.5385 1.5594  C154 1.087
169 H 0.4506 -0.7192 1.8952  C4 1.083
170 H 8.9681 -1.0843 -2.4957  C59 1.090
171 H -1.0838 4.7829 -6.4447  C153 1.089
172 H 6.2958 6.2986 -0.3817  C121 1.079

***

# C2HNO3

A cluster of 2 separate species, C2HNO3 in total (ωB97M-V/def2-TZVPD, the Open Molecules 2025 dataset).

Results
ΔE to the lowest compared entry with this formula, charge and spin in eV: 1.940
HOMO-LUMO gap in eV: 11.06
Total energy in eV: -9720.4885
SMILES: C#[N+][O-].O=C=O

Each atom is followed by the atoms it is bonded to, with distances in Å.
Geometry (Å):
1 O 2.8089 -0.3985 -0.1370  C3 1.164
2 O 0.7484 -1.4516 -0.4202  C3 1.168
3 C 1.7706 -0.9065 -0.2733  O1 1.164, O2 1.168
4 H -2.8309 -0.0138 0.1133  C6 1.065
5 O 0.2868 1.3939 0.3127  N7 1.207
6 C -1.8780 0.4562 0.1829  H4 1.065, N7 1.156
7 N -0.8192 0.9159 0.2465  O5 1.207, C6 1.156